Record 1
Molecular formula: C36H88O22P4
Method: DFT, wB97M-V/def2-TZVPD

Last column: Mulliken charge in e.
Cartesian coordinates (Å):
P (-1.03, 0.78, 8.52)  0.831
P (-10.54, -8.32, 9.11)  0.816
P (-0.82, -8.97, -4.05)  0.842
P (0.53, 10.42, -15.14)  0.745
O (-2.14, 1.58, 7.54)  -0.277
O (-0.67, 1.84, 9.71)  -0.243
O (10.41, 6.59, 1.89)  -0.422
O (9.50, 3.34, 1.18)  -0.306
O (12.88, 7.19, 4.55)  -0.354
O (-11.19, -7.31, 10.24)  -0.355
O (0.27, 0.75, 7.54)  -0.281
O (-10.20, -9.64, 9.60)  -0.688
O (-1.49, -0.59, 8.94)  -0.723
O (1.55, 9.56, -15.99)  -0.178
O (1.22, -0.84, -2.12)  -0.378
O (-9.24, -7.49, 8.54)  -0.259
O (0.83, 9.80, -13.63)  -0.336
O (-1.78, -7.91, -3.32)  -0.188
O (-11.51, -8.20, 7.86)  -0.257
O (0.32, -2.73, 0.55)  -0.309
O (-1.41, -9.98, -4.94)  -0.735
O (-0.09, -9.70, -2.72)  -0.392
O (1.27, 2.76, -2.37)  -0.351
O (0.33, -8.00, -4.70)  -0.251
O (-0.86, 10.17, -15.64)  -0.667
O (1.13, 11.98, -15.25)  -0.303
C (2.09, -9.05, -2.17)  -1.239
C (2.01, 3.27, -3.46)  -0.679
C (-9.51, -6.75, 11.99)  -0.769
C (0.84, 7.38, -14.03)  -0.864
C (-4.18, 1.02, 6.32)  -1.171
C (0.78, 1.90, 6.92)  0.046
C (-0.09, -6.87, -5.50)  -0.347
C (9.86, 2.15, 0.47)  -0.682
C (-0.61, 13.40, -14.58)  -1.083
C (9.92, 5.35, 2.43)  -0.374
C (-3.32, -8.23, -1.55)  -0.965
C (11.69, 6.92, 2.44)  -0.376
C (-7.04, -8.59, 8.67)  -1.002
C (2.12, 1.59, 6.30)  -1.289
C (0.76, 1.50, -2.53)  -0.516
C (11.61, 7.58, 3.82)  -0.456
C (-10.84, -7.29, 11.60)  -0.410
C (-13.15, -8.74, 6.18)  -1.231
C (3.24, 9.19, -17.78)  -1.170
C (-0.93, -7.21, -6.75)  -0.981
C (0.83, 13.04, -14.33)  -0.155
C (-3.14, -8.27, -3.02)  -0.381
C (0.65, -9.07, -1.76)  -0.125
C (12.70, 7.03, 5.92)  -0.638
C (-0.44, 2.48, 11.99)  -1.137
C (-0.11, -2.85, 1.89)  -0.700
C (1.86, 0.46, -2.10)  -0.328
C (-8.19, -8.04, 7.75)  -0.190
C (-0.28, 1.36, 10.96)  -0.276
C (1.43, -1.80, 0.27)  -0.320
C (0.24, 8.60, -13.19)  -0.336
C (-12.07, -9.28, 7.16)  -0.098
C (1.82, -1.85, -1.22)  -0.663
C (1.78, 9.68, -17.40)  -0.131
C (10.60, 4.12, 1.84)  -0.482
C (-3.56, 1.56, 7.60)  -0.231
H (-0.90, 14.39, -14.23)  0.383
H (0.78, -6.38, -5.94)  0.364
H (-7.18, -9.66, 8.72)  0.295
H (-0.90, 13.40, -15.63)  0.303
H (-11.32, -9.77, 6.54)  0.256
H (-0.43, -7.82, -7.50)  0.282
H (3.41, 8.93, -18.82)  0.374
H (12.05, 7.72, 1.79)  0.263
H (-0.64, -1.91, 2.07)  0.292
H (-13.64, -9.60, 5.71)  0.394
H (-1.43, 2.93, 11.94)  0.321
H (-1.33, 12.74, -14.09)  0.318
H (13.68, 6.98, 6.38)  0.225
H (2.88, -1.98, -1.44)  0.353
H (-9.34, -6.86, 13.06)  0.383
H (-12.59, -9.98, 7.82)  0.295
H (0.29, -8.05, -1.67)  0.258
H (11.07, 3.57, 2.66)  0.328
H (12.41, 6.10, 2.54)  0.291
H (-11.71, -7.00, 12.19)  0.402
H (-8.78, -7.44, 11.57)  0.112
H (-4.08, -0.07, 6.31)  0.291
H (0.55, 7.52, -15.07)  0.206
H (11.66, 8.66, 3.69)  0.284
H (-10.76, -8.35, 11.85)  0.300
H (1.38, -2.72, -1.69)  0.321
H (2.11, 0.65, 5.75)  0.344
H (0.31, 3.22, 11.70)  0.274
H (2.14, 0.79, -1.10)  0.313
H (11.33, 4.48, 1.11)  0.332
H (1.01, 2.70, 7.62)  0.253
H (12.22, 7.96, 6.20)  0.301
H (2.47, -9.99, -2.59)  0.305
H (-1.17, -6.21, -7.12)  0.359
H (-0.54, -6.14, -4.82)  0.310
H (0.71, -9.48, -0.75)  0.403
H (12.19, 6.08, 6.07)  0.244
H (-12.60, -8.31, 5.35)  0.299
H (2.78, 2.60, -3.85)  0.288
H (-13.96, -8.12, 6.57)  0.332
H (1.37, 3.36, -4.34)  0.301
H (0.73, -2.81, 2.58)  0.288
H (2.44, 4.24, -3.20)  0.245
H (-0.12, 1.97, 12.90)  0.369
H (0.08, 2.25, 6.17)  0.236
H (2.76, 0.48, -2.71)  0.302
H (-0.71, -3.76, 1.93)  0.219
H (-3.82, -7.52, -3.42)  0.295
H (8.89, 5.37, 2.07)  0.395
H (2.26, 2.29, 5.48)  0.376
H (2.71, -8.62, -1.39)  0.405
H (-0.84, 8.65, -13.03)  0.308
H (8.89, 1.75, 0.18)  0.227
H (-3.89, 0.89, 8.40)  0.287
H (10.51, 2.52, -0.32)  0.288
H (-1.79, -7.79, -6.42)  0.313
H (1.92, 7.48, -14.06)  0.249
H (0.35, 6.44, -13.77)  0.395
H (-9.38, -5.70, 11.69)  0.248
H (3.04, 1.60, 6.88)  0.315
H (2.29, -8.33, -2.97)  0.254
H (-3.53, -9.22, -3.40)  0.389
H (1.50, 13.86, -14.57)  0.276
H (-7.73, -7.19, 7.25)  0.298
H (3.95, 9.99, -17.56)  0.294
H (3.59, 8.31, -17.24)  0.304
H (-3.56, -7.22, -1.23)  0.288
H (-6.06, -8.54, 8.18)  0.378
H (10.50, 1.46, 1.03)  0.280
H (0.25, 1.37, -3.49)  0.320
H (-2.40, -8.58, -1.09)  0.212
H (-4.11, 2.48, 7.82)  0.324
H (2.29, -1.99, 0.91)  0.398
H (0.78, 1.10, 10.97)  0.295
H (-0.90, 0.51, 11.25)  0.369
H (-5.27, 1.07, 6.26)  0.405
H (0.58, 8.38, -12.17)  0.301
H (0.96, 12.65, -13.32)  0.226
H (1.11, 9.12, -18.06)  0.258
H (10.64, 7.31, 4.25)  0.402
H (-7.05, -8.22, 9.70)  0.216
H (1.01, -0.85, 0.58)  0.330
H (-0.01, 1.29, -1.80)  0.276
H (1.58, 10.73, -17.59)  0.281
H (-4.04, -8.98, -1.22)  0.328
H (-3.81, 1.50, 5.41)  0.293
H (-8.55, -8.74, 6.99)  0.234
H (9.79, 5.29, 3.51)  0.229

Properties
- structure (SMILES) = CCOP(=O)(OCC)OCC.CCOP(=O)(OCC)OCC.CCOP(=O)(OCC)OCC.CCOP(=O)(OCC)OCC.COCCOCCOC.COCCOCCOC
- HOMO (eV) = -9.637
- net charge = 0
- ΔE to the lowest compared entry with this formula, charge and spin (kJ/mol) = 421.91
- LUMO energy (eV) = 0.51
- M (g mol⁻¹) = 996.974

Record 2
Molecular formula: C37H28Cl3F3N3O5OsPS2
Method: DFT, wB97M-V/def2-TZVPD

Last column: Löwdin spin population.
Cartesian coordinates (Å):
Os (-1.03, 0.15, -0.51)  2.401
Cl (1.16, -3.23, 1.58)  0.027
Cl (-1.34, -2.09, -3.09)  0.038
Cl (2.50, -1.08, -1.56)  0.005
S (-3.15, -0.51, -0.09)  0.192
S (-1.90, 2.03, -2.65)  0.012
P (1.15, 1.86, -0.49)  0.031
F (-4.53, 1.89, -2.52)  0.001
F (-3.59, 0.05, -3.20)  0.003
F (-3.70, 1.75, -4.52)  0.000
O (-0.92, 1.01, -2.99)  0.083
O (-2.02, 2.05, -1.15)  0.033
O (-1.80, 3.31, -3.27)  0.005
O (-2.16, -7.20, 0.52)  0.001
O (-3.79, -7.19, -0.97)  0.000
N (-0.25, -1.49, -0.32)  0.647
N (0.06, -0.35, 6.10)  -0.001
N (-0.68, 0.20, 2.04)  0.101
C (-0.02, 3.08, 1.67)  0.002
C (0.59, -3.71, 0.01)  0.089
C (1.19, 2.59, 1.17)  0.000
C (0.78, 5.37, -3.44)  0.001
C (-1.66, 0.28, 2.94)  0.009
C (4.82, 0.22, -1.60)  0.000
C (1.31, 4.15, -3.83)  0.000
C (-0.40, -4.52, -2.43)  -0.013
C (0.95, 3.28, -1.61)  0.001
C (-3.13, -5.07, -0.11)  0.000
C (-0.10, 3.60, 2.94)  0.000
C (-2.59, -2.99, 0.98)  0.005
C (-1.47, 0.10, 4.29)  0.003
C (-3.08, -6.56, -0.24)  0.001
C (-0.08, -2.74, -0.78)  0.065
C (-2.56, -4.38, 0.95)  0.001
C (2.22, 3.13, 3.28)  0.000
C (0.54, -0.10, 2.48)  0.007
C (-3.79, -2.98, -1.11)  0.006
C (5.65, 1.31, -1.47)  0.000
C (-0.19, -0.20, 4.76)  -0.002
C (2.31, 2.61, 2.00)  0.000
C (2.91, 1.52, -0.86)  0.009
C (0.75, -5.02, -0.38)  -0.014
C (3.78, 2.63, -0.77)  0.002
C (0.84, -0.30, 3.81)  0.003
C (1.39, 3.11, -2.93)  0.001
C (-3.77, -4.37, -1.12)  0.002
C (0.34, 5.54, -2.14)  0.000
C (0.42, 4.50, -1.23)  0.001
C (5.12, 2.53, -1.05)  0.001
C (-3.17, -2.29, -0.07)  0.028
C (1.02, 3.63, 3.76)  0.000
C (-0.55, -3.20, -2.03)  0.103
C (0.25, -5.43, -1.61)  0.099
C (3.46, 0.33, -1.31)  0.001
C (-3.54, 1.38, -3.25)  0.001
H (-0.08, 6.49, -1.83)  0.000
H (1.85, -0.53, 4.11)  0.001
H (-2.65, 0.51, 2.55)  0.004
H (3.37, 3.59, -0.47)  0.000
H (5.20, -0.73, -1.94)  0.000
H (-2.31, 0.18, 4.97)  0.001
H (1.31, -0.20, 1.73)  0.001
H (1.78, 2.15, -3.25)  0.000
H (0.93, -0.78, 6.38)  0.000
H (0.08, 4.66, -0.21)  0.000
H (-2.13, -2.45, 1.80)  0.001
H (0.36, -6.45, -1.93)  0.006
H (-0.71, -0.49, 6.72)  0.000
H (1.26, -5.70, 0.28)  -0.003
H (3.10, 3.13, 3.92)  0.000
H (-1.58, -6.56, 0.95)  0.000
H (-4.26, -2.43, -1.92)  0.002
H (-1.05, 3.97, 3.31)  0.000
H (5.75, 3.41, -0.97)  0.000
H (1.64, 4.00, -4.85)  0.000
H (-0.92, 3.02, 1.05)  0.001
H (0.71, 6.19, -4.14)  0.000
H (-0.79, -4.82, -3.39)  -0.002
H (-2.09, -4.89, 1.78)  0.000
H (0.96, 4.03, 4.76)  0.000
H (3.25, 2.20, 1.66)  0.000
H (6.70, 1.22, -1.70)  0.000
H (-4.23, -4.92, -1.93)  0.000

Properties
- ⟨S²⟩ = 6.0499
- HOMO (spin up / spin down) (eV) = -7.254 / -8.562
- net charge = 0
- ΔE to the lowest compared entry with this formula, charge and spin (kJ/mol) = 16.78
- 2S+1 = 5
- LUMO energy (spin up / spin down) (eV) = 0.07 / -0.86
- M (g mol⁻¹) = 1043.338

Record 3
Molecular formula: C4H7F2N
Method: DFT, wB97M-V/def2-TZVPD

Last column: natural (NBO) charge in e.
Cartesian coordinates (Å):
F (-1.83, 0.03, -1.61)  -0.382
F (1.85, -2.36, -0.13)  -0.339
N (-2.94, -0.25, 0.23)  -0.811
C (1.58, -0.17, 0.41)  -0.269
C (-1.99, 0.43, -0.32)  0.383
C (1.20, 1.29, 0.27)  -0.644
C (1.58, -1.12, -0.50)  0.216
H (1.89, -0.36, 1.40)  0.200
H (-2.95, -0.06, 1.21)  0.416
H (1.47, -1.09, -1.50)  0.160
H (-3.33, -1.10, -0.22)  0.401
H (0.81, 1.64, 1.23)  0.218
H (0.43, 1.29, -0.52)  0.239
H (2.23, 1.84, 0.05)  0.213

Properties
- HOMO (eV) = -9.046
- net charge = 0
- ΔE to the lowest compared entry with this formula, charge and spin (kJ/mol) = 229.03
- LUMO energy (eV) = 0.91
- M (g mol⁻¹) = 107.103

Record 4
Molecular formula: C14H15N3O3ReS
Method: DFT, wB97M-V/def2-TZVPD

Last column: natural (NBO) charge in e.
Cartesian coordinates (Å):
Re (-0.01, 0.03, 0.14)  1.108
S (-1.80, -1.47, 0.38)  0.059
O (0.36, -0.54, 2.05)  -0.559
O (0.40, -0.33, -1.88)  -0.632
O (1.67, -0.26, -3.66)  -0.414
N (-0.42, -1.47, 2.65)  0.007
N (2.45, 0.60, -1.68)  -0.463
N (2.17, 0.85, -0.33)  -0.636
C (-3.59, 4.85, -0.01)  -0.093
C (-2.20, -3.01, 2.62)  -0.217
C (-0.11, -1.80, 3.92)  0.045
C (1.49, 0.00, -2.41)  0.935
C (-1.44, -2.03, 1.98)  0.037
C (-3.35, 4.10, -1.16)  -0.204
C (-0.84, -2.76, 4.57)  -0.220
C (-1.88, 2.66, 0.10)  -0.216
C (-1.90, -3.38, 3.91)  -0.102
C (-1.03, 1.57, 0.13)  0.124
C (2.89, 0.05, -4.36)  -0.281
C (-2.51, 3.02, -1.12)  -0.128
C (-2.14, 3.43, 1.26)  -0.126
C (-2.98, 4.51, 1.20)  -0.214
H (-4.24, 5.70, -0.06)  0.245
H (3.33, 0.90, -2.07)  0.433
H (2.66, -0.12, -5.41)  0.256
H (2.84, 0.36, 0.26)  0.414
H (-2.31, 2.42, -2.00)  0.231
H (-1.66, 3.14, 2.19)  0.230
H (-3.02, -3.46, 2.07)  0.264
H (-0.58, -3.02, 5.59)  0.266
H (-3.84, 4.37, -2.09)  0.247
H (2.24, 1.85, -0.14)  0.423
H (3.68, -0.63, -4.05)  0.216
H (-2.49, -4.14, 4.41)  0.260
H (-3.18, 5.10, 2.08)  0.248
H (3.18, 1.09, -4.22)  0.197
H (0.73, -1.28, 4.36)  0.257

Properties
- ⟨S²⟩ = 0.7795
- HOMO (spin up / spin down) (eV) = -14.405 / -14.314
- net charge = +2
- ΔE to the lowest compared entry with this formula, charge and spin (kJ/mol) = 0.00
- 2S+1 = 2
- LUMO energy (spin up / spin down) (eV) = -6.70 / -7.86
- M (g mol⁻¹) = 491.566

What did the third record say?
Molecular formula: C4H7F2N
Method: DFT, wB97M-V/def2-TZVPD

Last column: natural (NBO) charge in e.
Cartesian coordinates (Å):
F (-1.83, 0.03, -1.61)  -0.382
F (1.85, -2.36, -0.13)  -0.339
N (-2.94, -0.25, 0.23)  -0.811
C (1.58, -0.17, 0.41)  -0.269
C (-1.99, 0.43, -0.32)  0.383
C (1.20, 1.29, 0.27)  -0.644
C (1.58, -1.12, -0.50)  0.216
H (1.89, -0.36, 1.40)  0.200
H (-2.95, -0.06, 1.21)  0.416
H (1.47, -1.09, -1.50)  0.160
H (-3.33, -1.10, -0.22)  0.401
H (0.81, 1.64, 1.23)  0.218
H (0.43, 1.29, -0.52)  0.239
H (2.23, 1.84, 0.05)  0.213

Properties
- HOMO (eV) = -9.046
- net charge = 0
- ΔE to the lowest compared entry with this formula, charge and spin (kJ/mol) = 229.03
- LUMO energy (eV) = 0.91
- M (g mol⁻¹) = 107.103

Question: Among the records above, which one has the highest M?
Answer: C37H28Cl3F3N3O5OsPS2

Question: M of number 2 (C37H28Cl3F3N3O5OsPS2)?
Answer: 1043.338 g mol⁻¹

Question: ΔE to the lowest compared entry with this formula, charge and spin of number 3 (C4H7F2N)?
Answer: 229.03 kJ/mol